1.
C45H54BaN7O4S3 | ωB97M-V with the def2-TZVPD basis set

Last column: Löwdin charge in e.
Atoms and positions in Å:
Ba 0.2473 0.1713 0.0367  1.715
N 2.1046 -1.9469 1.9588  0.026
C 1.9725 -1.2225 3.2234  -0.175
C 1.9581 0.2971 2.9617  -0.673
O 2.5567 1.0405 3.7492  -0.005
O 1.3327 0.6514 1.9131  -0.458
H 1.9714 -2.9413 2.0849  0.064
H 3.0272 -1.7991 1.5666  0.068
H 2.7563 -1.4396 3.9551  0.106
H 1.0058 -1.4808 3.6670  0.109
S -2.1599 1.7983 0.9935  0.431
C -2.7405 0.7793 2.2392  -0.911
N -3.8098 1.1332 2.9008  0.017
N -4.2615 0.3596 3.9451  -0.023
C -3.5791 -0.0605 5.0607  -0.279
C -2.2020 0.1279 5.2387  -0.052
C -1.5975 -0.2526 6.4235  -0.094
C -2.3245 -0.8455 7.4484  -0.131
C -3.6855 -1.0601 7.2660  -0.125
C -4.3067 -0.6768 6.0929  -0.057
N -2.2098 -0.4500 2.6412  0.008
N -1.6252 -1.1834 1.8232  0.027
C -1.4237 -2.4991 2.3009  -0.247
C -1.9253 -2.9649 3.5235  -0.005
C -1.7267 -4.2804 3.8965  -0.084
C -1.0275 -5.1499 3.0653  -0.096
C -0.5318 -4.6908 1.8531  -0.084
C -0.7339 -3.3761 1.4656  -0.052
H -5.2562 0.4382 4.0480  0.120
H -1.6209 0.5906 4.4541  0.098
H -0.5371 -0.0744 6.5554  0.102
H -1.8445 -1.1270 8.3769  0.085
H -4.2693 -1.5252 8.0517  0.091
H -5.3719 -0.8387 5.9633  0.100
H -2.4654 -2.2807 4.1645  0.094
H -2.1191 -4.6366 4.8412  0.099
H -0.8722 -6.1794 3.3644  0.095
H 0.0129 -5.3649 1.2022  0.100
H -0.3524 -3.0027 0.5204  0.050
O 0.6890 2.4435 -0.7953  -0.771
S 1.0097 3.8453 -1.1378  0.993
C 2.5254 3.7199 -2.2003  -0.284
C 3.7243 3.2006 -1.4181  -0.234
C 4.7989 2.5031 -2.2651  -0.214
C 4.4229 1.1052 -2.7490  -0.292
S 3.8751 -0.1196 -1.4627  1.004
O 2.5550 0.3576 -1.0082  -0.719
C 5.0513 0.3542 -0.1728  -0.376
C 6.4136 0.1387 -0.3359  -0.100
C 7.2815 0.5141 0.6772  -0.089
C 6.7860 1.0787 1.8479  -0.078
C 5.4201 1.2534 2.0165  -0.040
C 4.5485 0.8904 0.9990  -0.062
C 1.8302 4.5546 0.3013  -0.380
C 1.8955 3.8011 1.4575  -0.045
C 2.5585 4.3128 2.5657  -0.042
C 3.1328 5.5739 2.5066  -0.081
C 3.0386 6.3346 1.3448  -0.093
C 2.3810 5.8281 0.2360  -0.105
H 2.6971 4.6968 -2.6569  0.090
H 2.2075 3.0198 -2.9762  0.074
H 3.3541 2.4946 -0.6794  0.074
H 4.1894 4.0266 -0.8811  0.118
H 5.7064 2.4339 -1.6647  0.101
H 5.0391 3.1187 -3.1394  0.117
H 5.2584 0.6321 -3.2700  0.084
H 3.5656 1.1248 -3.4248  0.075
H 6.7920 -0.3173 -1.2448  0.110
H 8.3471 0.3629 0.5569  0.100
H 7.4711 1.3704 2.6341  0.101
H 5.0089 1.6544 2.9339  0.106
H 3.4785 1.0091 1.1219  0.087
H 1.4508 2.8132 1.5033  0.086
H 2.6202 3.6991 3.4562  0.104
H 3.6555 5.9741 3.3667  0.099
H 3.4826 7.3215 1.3036  0.098
H 2.3074 6.4154 -0.6737  0.108
C -2.7638 -2.6609 -1.5080  -0.104
N -2.8967 -1.2236 -1.3682  -0.251
C -4.0167 -0.8966 -0.5026  -0.127
C -3.0464 -0.5620 -2.6509  -0.199
C -1.7779 -0.5554 -3.4983  -0.196
N -0.8045 0.4789 -3.1770  -0.267
C 0.4456 0.1873 -3.8546  -0.112
C -1.2580 1.8133 -3.5135  -0.098
H -3.6097 -3.1032 -2.0684  0.088
H -2.7322 -3.1144 -0.5169  0.075
H -1.8307 -2.9080 -2.0155  0.047
H -4.9865 -1.1980 -0.9429  0.085
H -4.0321 0.1738 -0.3017  0.040
H -3.9027 -1.4118 0.4518  0.070
H -3.3725 0.4602 -2.4549  0.107
H -3.8399 -1.0527 -3.2485  0.118
H -2.0782 -0.4725 -4.5616  0.119
H -1.2649 -1.5094 -3.3659  0.096
H 0.3309 0.1755 -4.9553  0.090
H 0.8221 -0.7787 -3.5175  0.058
H 1.1828 0.9503 -3.5914  0.057
H -1.5297 1.9040 -4.5821  0.088
H -0.4638 2.5286 -3.2973  0.055
H -2.1184 2.0919 -2.9065  0.083
C 0.6075 -1.9927 -1.2899  -0.271
C 0.7781 -3.0319 -1.9281  -0.209
C 0.8746 -4.2691 -2.6359  -0.267
C 1.7957 -4.4682 -3.6722  -0.052
C 1.8511 -5.6735 -4.3536  -0.110
C 0.9934 -6.7128 -4.0204  -0.122
C 0.0740 -6.5324 -2.9944  -0.103
C 0.0142 -5.3303 -2.3115  -0.049
H 2.4684 -3.6620 -3.9369  0.104
H 2.5665 -5.8074 -5.1568  0.092
H 1.0399 -7.6539 -4.5545  0.089
H -0.6037 -7.3364 -2.7319  0.095
H -0.7046 -5.1861 -1.5139  0.102

Output
Electronic energy: -3651.4297 Eh
Frontier orbital gap: 5.72 eV
E_HOMO: -3.9 eV
Total charge: -1

2.
C45H54FeN7O3P3 | ωB97M-V with the def2-TZVPD basis set

Last column: Löwdin charge in e.
Atoms and positions in Å:
Fe 0.5278 -0.0424 -1.0521  0.721
N -8.4454 4.6629 -0.6244  0.157
C -7.4594 4.1221 -0.9378  -0.178
C -6.2559 3.4810 -1.3071  -0.281
C -5.3953 4.0927 -2.0996  -0.030
C -4.0958 3.5771 -2.2819  0.021
C -3.7252 2.4106 -1.5950  -0.154
C -4.7489 1.6828 -0.9393  -0.009
C -5.9792 2.2339 -0.7436  -0.010
C -2.3122 1.8601 -1.5991  -0.005
C -1.7049 2.0004 -0.3387  -0.271
C -2.2831 2.6598 0.7495  -0.030
C -1.4127 2.4740 1.8411  -0.070
C -0.3951 1.7425 1.3366  -0.243
N -0.4749 1.4524 0.0659  0.005
C -1.6750 1.4206 -2.7931  -0.241
C -2.1879 1.3617 -4.1269  -0.036
C -1.2468 0.7660 -4.9162  -0.084
C -0.2122 0.4295 -4.0334  -0.193
N -0.4042 0.8192 -2.7862  0.006
H -5.6885 4.9594 -2.6842  0.131
H -3.4116 4.1305 -2.8034  0.091
H -4.4487 0.6864 -0.5768  0.110
H -6.7886 1.6967 -0.1891  0.143
H -3.2101 3.2054 0.8137  0.114
H -1.4875 2.8719 2.8838  0.117
H 0.3866 1.1949 1.8145  0.085
H -3.1653 1.7814 -4.3656  0.109
H -1.1585 0.7425 -6.0184  0.109
H 0.7342 0.0274 -4.2850  0.103
C 3.2402 -0.0278 3.7403  -0.044
N 3.3612 1.0468 2.6847  -0.270
C 3.9853 2.3072 3.1097  -0.074
P 3.0978 0.4814 1.1790  0.497
O 1.7750 -0.1134 0.8845  -0.319
O 3.2166 1.8735 0.2930  -0.275
P 2.9410 1.9215 -1.3189  0.513
O 2.5358 0.5608 -1.8953  -0.307
N 1.8947 3.1669 -1.3719  -0.304
C 1.3886 3.6580 -2.6992  -0.039
C 1.4040 3.9187 -0.2884  -0.117
N 4.3821 2.4363 -1.8217  -0.307
C 5.1358 1.5514 -2.7515  -0.065
C 4.7946 3.7994 -1.8157  -0.118
N 4.3185 -0.5337 0.7418  -0.270
C 5.6626 0.0076 0.6208  -0.094
C 4.0825 -1.7804 -0.0348  -0.073
H 2.2819 0.0006 4.2237  0.088
H 4.0325 0.0740 4.4201  0.072
H 3.3168 -0.9513 3.2093  0.034
H 3.6185 2.4512 4.0953  0.075
H 3.5817 3.1434 2.5470  0.070
H 5.0860 2.2652 2.9863  0.089
H 2.0085 3.1377 -3.4454  0.086
H 1.5387 4.7277 -2.7848  0.079
H 0.3394 3.3362 -2.7851  0.082
H 2.1056 3.9785 0.5616  0.084
H 0.3919 3.6180 0.0724  0.076
H 1.3535 4.9653 -0.6834  0.097
H 4.8387 0.5391 -2.4175  0.067
H 6.1788 1.8359 -2.5199  0.092
H 4.8196 1.8377 -3.7644  0.092
H 4.0339 4.4560 -1.5247  0.051
H 5.0693 4.2152 -2.8054  0.094
H 5.7285 4.0536 -1.2187  0.109
H 5.8125 0.9516 1.1254  0.070
H 5.8693 0.2606 -0.4048  0.052
H 6.4294 -0.7542 0.8860  0.102
H 4.5232 -1.8015 -1.0916  0.105
H 3.0316 -2.0058 -0.0430  0.053
H 4.6221 -2.6385 0.4175  0.084
C -3.7095 -0.6355 1.4883  -0.064
C -3.3642 -1.6983 2.4567  -0.265
C -4.2111 -1.8445 3.5792  -0.069
C -4.0125 -2.7295 4.5899  -0.090
C -2.8795 -3.5744 4.5259  -0.091
C -2.0302 -3.5336 3.4351  -0.075
C -2.2573 -2.5747 2.4032  -0.312
P -0.9898 -2.2485 1.1427  1.139
C 0.3299 -3.3763 1.6443  -0.374
C 1.2943 -2.8616 2.5719  -0.072
C 2.4731 -3.6209 2.9626  -0.095
C 2.6955 -4.8645 2.4531  -0.110
C 1.7284 -5.3836 1.5913  -0.046
C 0.5495 -4.6816 1.1974  -0.241
C -0.4712 -5.4069 0.2818  -0.032
C -1.8574 -2.6591 -0.4307  -0.352
C -3.1221 -3.1941 -0.4813  -0.138
C -3.8672 -3.1012 -1.6432  -0.084
C -3.2599 -2.5374 -2.8076  -0.074
C -1.9512 -2.1575 -2.7576  -0.079
C -1.1871 -2.2515 -1.6041  -0.319
C 0.3051 -2.0434 -1.5197  -0.207
H -4.6870 -0.1756 1.7114  0.091
H -3.8215 -1.0171 0.4863  0.049
H -2.9334 0.1429 1.4170  0.074
H -5.0723 -1.2571 3.6498  0.086
H -4.7094 -2.7940 5.4476  0.111
H -2.7530 -4.2798 5.3126  0.085
H -1.1166 -4.1673 3.4304  0.109
H 1.0780 -1.8724 2.8787  0.060
H 3.1450 -3.1371 3.6633  0.085
H 3.5265 -5.5322 2.7700  0.115
H 1.8666 -6.3625 1.2210  0.085
H -1.4309 -5.2676 0.7285  0.055
H -0.2669 -6.5410 0.1476  0.108
H -0.4606 -5.0447 -0.7185  0.058
H -3.6594 -3.5947 0.3826  0.116
H -4.8306 -3.5073 -1.6466  0.073
H -3.8016 -2.4368 -3.7607  0.105
H -1.5194 -1.6422 -3.6315  0.098
H 0.8203 -2.2143 -2.4463  0.043
H 0.7162 -2.7941 -0.8428  0.019

Output
2S+1: 5
Electronic energy: -4644.0282 Eh
Frontier orbital gap (spin up / spin down): 6.05 / 6.39 eV
E_HOMO (spin up / spin down): -6.6 / -7.0 eV

3.
C45H54NOP3Pd | ωB97M-V with the def2-TZVPD basis set

Last column: Löwdin charge in e.
Atoms and positions in Å:
Pd 0.0073 -0.1142 -0.2926  0.462
C 1.9806 2.8150 -1.6643  -0.111
C 2.4742 2.5482 -0.2392  -0.506
C 3.0941 3.8362 0.3047  -0.101
P 1.0670 1.8412 0.7547  1.054
C 1.6032 1.8800 2.5347  -0.522
C 2.9886 1.2273 2.6317  -0.116
C 1.5534 3.1622 3.3662  -0.111
C -0.2662 3.0377 0.4228  -0.298
C -0.3125 4.3273 0.9578  -0.074
C -1.3187 5.2325 0.6680  -0.291
C -1.3558 6.5986 1.3020  -0.062
C -2.3164 4.8013 -0.2076  -0.047
C -2.2938 3.5498 -0.7849  -0.034
C -1.2556 2.6288 -0.5201  -0.328
N -1.1940 1.3828 -1.0867  -0.105
C -2.2207 0.8979 -1.9125  -0.317
C -2.6147 1.5126 -3.0964  -0.029
C -3.6388 0.9759 -3.8603  -0.036
C -4.3015 -0.1878 -3.4804  -0.276
C -5.3826 -0.7876 -4.3404  -0.058
C -3.8969 -0.8103 -2.3028  -0.062
C -2.8658 -0.2994 -1.5251  -0.266
P -2.1649 -1.0929 -0.0186  1.029
C -2.5940 -2.8726 -0.2499  -0.545
C -1.8715 -3.4553 -1.4628  -0.097
C -2.2869 -3.6477 1.0327  -0.112
C -3.2993 -0.5811 1.3601  -0.540
C -3.1313 0.9060 1.6548  -0.118
C -4.7704 -0.9189 1.1258  -0.109
H 2.8355 2.9894 -2.3219  0.082
H 1.3524 3.7076 -1.6770  0.084
H 1.3866 1.9996 -2.0752  0.043
H 3.2400 1.7646 -0.2660  0.086
H 2.3438 4.6243 0.3847  0.069
H 3.8592 4.1880 -0.3930  0.082
H 3.5698 3.7091 1.2749  0.050
H 0.8864 1.1891 2.9883  0.074
H 3.7774 1.9318 2.3674  0.071
H 3.0869 0.3622 1.9742  0.042
H 3.1717 0.8876 3.6533  0.083
H 2.1647 3.9628 2.9503  0.062
H 1.9399 2.9411 4.3655  0.079
H 0.5341 3.5273 3.4820  0.070
H 0.4716 4.6452 1.6321  0.080
H -0.3494 6.9664 1.5070  0.072
H -1.9002 6.5888 2.2499  0.076
H -1.8490 7.3212 0.6507  0.071
H -3.1384 5.4695 -0.4439  0.111
H -3.0949 3.2681 -1.4523  0.097
H -2.1020 2.4091 -3.4208  0.121
H -3.9211 1.4663 -4.7855  0.111
H -5.8765 -0.0240 -4.9413  0.073
H -6.1408 -1.2825 -3.7323  0.074
H -4.9735 -1.5330 -5.0262  0.080
H -4.3951 -1.7280 -2.0076  0.106
H -3.6710 -2.9241 -0.4300  0.084
H -0.7911 -3.4255 -1.3273  0.042
H -2.1016 -2.9009 -2.3730  0.074
H -2.1645 -4.4978 -1.6079  0.085
H -1.2869 -3.4138 1.4074  0.051
H -2.3273 -4.7232 0.8463  0.081
H -3.0016 -3.4152 1.8234  0.066
H -2.9281 -1.1434 2.2250  0.096
H -3.5117 1.5115 0.8300  0.075
H -2.0832 1.1762 1.8026  0.051
H -3.6903 1.1756 2.5539  0.081
H -5.1410 -0.4093 0.2344  0.075
H -5.3724 -0.5836 1.9738  0.078
H -4.9420 -1.9890 1.0040  0.062
O 0.5965 -0.3543 -3.2808  0.036
C 1.0795 -0.3893 -2.1862  -0.395
C 2.5813 -0.4061 -1.9770  -0.278
C 3.4992 0.1209 -2.8743  -0.030
C 4.8441 0.1330 -2.5406  -0.063
C 5.2720 -0.4141 -1.3322  -0.069
C 4.3570 -0.9926 -0.4606  -0.070
C 3.0066 -0.9752 -0.7833  -0.318
P 1.5750 -1.6583 0.1236  0.978
C 1.4996 -3.3887 -0.4898  -0.329
C 1.7826 -3.6741 -1.8256  -0.076
C 1.6314 -4.9616 -2.3175  -0.068
C 1.1932 -5.9806 -1.4842  -0.080
C 0.9113 -5.7074 -0.1539  -0.076
C 1.0681 -4.4211 0.3400  -0.111
C 2.0068 -1.9620 1.8681  -0.376
C 1.1431 -1.5044 2.8550  -0.128
C 1.4220 -1.7332 4.1961  -0.073
C 2.5741 -2.4149 4.5569  -0.077
C 3.4354 -2.8925 3.5745  -0.069
C 3.1448 -2.6812 2.2371  -0.097
H 3.1399 0.5401 -3.8064  0.125
H 5.5677 0.5735 -3.2148  0.105
H 6.3221 -0.3909 -1.0718  0.104
H 4.7047 -1.4208 0.4712  0.092
H 2.1038 -2.8892 -2.4965  0.104
H 1.8526 -5.1665 -3.3568  0.108
H 1.0727 -6.9844 -1.8705  0.104
H 0.5702 -6.4965 0.5039  0.107
H 0.8492 -4.2231 1.3813  0.099
H 0.2489 -0.9679 2.5543  0.073
H 0.7414 -1.3759 4.9584  0.108
H 2.7994 -2.5858 5.6016  0.104
H 4.3255 -3.4416 3.8527  0.106
H 3.7960 -3.0959 1.4763  0.107

Output
Electronic energy: -3029.1487 Eh
Frontier orbital gap (spin up / spin down): 6.40 / 6.40 eV
E_HOMO (spin up / spin down): -6.1 / -6.1 eV

4.
C45H55BO7S | ωB97M-V with the def2-TZVPD basis set

Last column: Löwdin charge in e.
Atoms and positions in Å:
C -2.9909 0.9123 1.2331  -0.086
C -2.4997 0.1119 -0.1505  -0.214
O -3.4877 0.2166 -1.2374  -0.195
C -2.9304 0.8605 -2.4374  -0.115
C -2.9773 2.5269 -2.3768  -0.238
B -1.4960 3.1665 -2.0333  -0.283
C -1.2044 4.8134 -1.9047  -0.047
O -0.2765 2.3045 -1.8386  0.011
O -4.0837 2.7204 -1.3815  -0.201
S -5.5344 2.5894 -2.3324  0.943
O -6.1793 1.1490 -2.3032  -0.334
O -6.7644 3.4499 -1.8813  -0.310
O -4.9707 2.8016 -3.9641  -0.199
C -3.6185 3.3163 -3.6990  -0.251
C -2.6227 3.7171 -4.9373  -0.054
C -3.3581 3.9116 -6.3894  -0.316
C -3.3431 5.5093 -6.8840  -0.065
O -2.6823 3.1730 -7.5070  -0.124
H -4.0403 1.4308 1.0376  0.088
H -2.2544 1.8062 1.5096  0.079
H -3.0964 0.1452 2.1361  0.075
H -1.4012 0.3701 -0.4627  0.117
H -2.4838 -1.0385 0.1670  0.131
H -1.8742 0.4401 -2.7266  0.146
H -3.6619 0.5716 -3.3349  0.152
H -2.1687 5.4202 -1.6272  0.090
H -0.7046 5.1263 -2.9176  0.081
H -0.3701 4.9136 -1.0569  0.090
H 0.4308 2.8555 -1.3517  0.123
H -3.8624 4.3777 -3.2175  0.165
H -2.1422 4.7720 -4.6519  0.118
H -1.6870 2.9885 -5.0570  0.146
H -4.4812 3.5619 -6.4257  0.149
H -2.9206 6.2359 -6.0687  0.070
H -4.4108 5.8270 -7.2487  0.084
H -2.6115 5.6105 -7.8195  0.097
H -2.0659 2.4732 -7.1409  0.095
C -1.7912 -0.6238 5.1023  -0.100
C -2.3929 -1.1626 6.2392  -0.094
C -2.2820 -2.5265 6.5079  -0.093
C -1.5603 -3.3507 5.6440  -0.090
C -0.9555 -2.8112 4.5091  -0.105
C -1.0742 -1.4489 4.2355  -0.118
H -1.8807 0.4386 4.8914  0.099
H -2.9495 -0.5190 6.9159  0.101
H -2.7567 -2.9471 7.3902  0.101
H -1.4697 -4.4128 5.8559  0.102
H -0.3917 -3.4534 3.8369  0.098
H -0.6075 -1.0299 3.3483  0.097
C -7.6960 -3.0078 -1.6330  -0.095
C -8.6319 -3.8488 -1.0315  -0.106
C -9.8043 -3.3178 -0.4947  -0.107
C -10.0457 -1.9456 -0.5683  -0.102
C -9.1115 -1.1052 -1.1732  -0.088
C -7.9347 -1.6350 -1.7017  -0.085
H -6.7808 -3.4216 -2.0482  0.098
H -8.4469 -4.9188 -0.9804  0.096
H -10.5302 -3.9724 -0.0202  0.096
H -10.9616 -1.5322 -0.1544  0.097
H -9.3005 -0.0361 -1.2319  0.103
H -7.2046 -0.9793 -2.1679  0.077
C 3.7224 -2.0256 5.5651  -0.090
C 2.6231 -1.9376 4.7116  -0.091
C 2.7248 -2.3828 3.3939  -0.093
C 3.9242 -2.9257 2.9322  -0.102
C 5.0224 -3.0172 3.7869  -0.102
C 4.9234 -2.5634 5.1019  -0.092
H 3.6438 -1.6754 6.5909  0.101
H 1.6864 -1.5209 5.0734  0.090
H 1.8700 -2.3079 2.7272  0.094
H 4.0022 -3.2773 1.9068  0.097
H 5.9565 -3.4418 3.4274  0.085
H 5.7809 -2.6297 5.7658  0.100
C 3.5952 -7.3913 -0.6872  -0.098
C 4.9653 -7.2694 -0.4580  -0.098
C 5.4266 -6.6514 0.7039  -0.092
C 4.5166 -6.1637 1.6423  -0.103
C 3.1464 -6.2891 1.4149  -0.097
C 2.6852 -6.8987 0.2485  -0.095
H 3.2361 -7.8700 -1.5945  0.100
H 5.6744 -7.6556 -1.1861  0.100
H 6.4942 -6.5505 0.8790  0.097
H 4.8758 -5.6865 2.5502  0.088
H 2.4374 -5.9104 2.1470  0.100
H 1.6176 -6.9913 0.0690  0.100
C 10.1503 -2.8374 4.3593  -0.095
C 11.1700 -3.7331 4.0387  -0.097
C 11.0895 -4.4944 2.8731  -0.097
C 9.9930 -4.3526 2.0221  -0.097
C 8.9752 -3.4541 2.3409  -0.103
C 9.0512 -2.6995 3.5113  -0.102
H 10.2117 -2.2467 5.2696  0.100
H 12.0277 -3.8386 4.6984  0.100
H 11.8809 -5.1972 2.6270  0.100
H 9.9326 -4.9422 1.1112  0.099
H 8.1216 -3.3424 1.6768  0.097
H 8.2554 -2.0037 3.7621  0.095
C 2.4574 8.4198 -2.1619  -0.096
C 2.8383 8.8175 -3.4430  -0.096
C 1.8804 8.9438 -4.4486  -0.095
C 0.5387 8.6815 -4.1700  -0.097
C 0.1573 8.2874 -2.8878  -0.110
C 1.1166 8.1522 -1.8846  -0.102
H 3.2048 8.3182 -1.3793  0.101
H 3.8829 9.0285 -3.6583  0.101
H 2.1784 9.2472 -5.4485  0.101
H -0.2087 8.7846 -4.9523  0.099
H -0.8886 8.0847 -2.6704  0.096
H 0.8199 7.8398 -0.8873  0.098

Output
Electronic energy: -2697.1470 Eh
SMILES string: CCOC[C@]1(B(C)O)OS(=O)(=O)O[C@@H]1C[C@@H](C)O.c1ccccc1.c1ccccc1.c1ccccc1.c1ccccc1.c1ccccc1.c1ccccc1
Frontier orbital gap: 8.01 eV
E_HOMO: -8.8 eV

> The highest electronic energy belongs to which entry?

C45H55BO7S